The following is a DFT calculation (wB97M-V/def2-TZVPD) of a structure of composition C10H35N6NiO11.

**Expectation value of S²**: 2.0036
**Spin multiplicity**: 3
**Frontier orbital gap (spin up / spin down)**: 7.0 / 6.4 eV
**Net charge**: +1

The geometry in XYZ format:
```
63
Properties=species:S:1:pos:R:3:forces:R:3:lowdin_charge:R:1
Ni -3.8595 7.3495 5.3609 0.06 3.41 -1.45 1.070
O -1.1138 10.3691 5.6214 -0.19 0.94 -0.17 0.134
C -2.2847 10.0075 5.1209 -2.37 -0.49 -1.84 -0.725
O -3.0809 10.7839 4.5436 0.74 0.52 0.93 0.007
O -2.5215 8.7576 5.1345 0.65 -2.00 1.41 -0.074
H -1.0756 11.3278 5.4347 0.42 -0.22 0.26 0.126
C 1.4615 7.8941 6.5135 0.23 -0.85 -0.11 -0.141
O 0.1562 7.7347 5.9499 0.01 0.11 0.31 -0.142
H 1.4631 8.2948 7.5265 -0.17 0.24 -0.07 0.087
H 1.8860 6.8915 6.5812 0.03 -0.01 0.02 0.077
H 2.1297 8.4652 5.8701 -0.16 0.27 0.04 0.066
H -0.4133 8.4235 6.3043 0.12 0.02 -0.20 0.023
C 2.9749 12.0687 5.1595 0.64 -0.08 -0.87 -0.163
O 2.3551 11.0643 5.9289 0.21 0.05 0.73 -0.121
H 3.2260 11.6740 4.1690 -0.43 0.27 -0.24 0.080
H 2.4182 13.0056 5.0990 -0.24 -0.12 -0.11 0.074
H 3.9661 12.3280 5.5349 -0.22 -0.25 0.70 0.079
H 1.5434 10.7595 5.5194 0.03 0.14 -0.26 0.048
C -5.0584 13.3948 4.0909 -0.26 0.51 -0.40 -0.141
O -4.6120 13.1699 5.4175 -0.55 -0.31 -0.24 -0.132
H -5.8457 14.1482 4.0794 0.07 0.05 0.30 0.088
H -4.2519 13.7643 3.4590 0.00 -0.05 -0.02 0.054
H -5.4931 12.5131 3.6058 0.12 -0.20 0.15 0.065
H -4.0882 12.3648 5.3545 0.65 -0.07 0.07 0.003
C -1.6213 13.6870 2.9858 -0.46 0.03 -1.31 -0.157
O -0.5951 12.8014 2.5859 0.68 -0.45 1.03 -0.119
H -1.3949 14.7366 2.7796 0.23 -0.02 0.09 0.087
H -2.5050 13.4345 2.3930 -0.27 0.18 0.31 0.067
H -1.8488 13.5766 4.0434 0.18 -0.23 0.01 0.063
H -0.5272 12.6700 1.6399 -0.26 0.40 -0.14 0.076
C -2.1375 8.6432 0.6499 -1.44 -0.23 -1.18 -0.680
O -2.3278 7.8561 -0.2721 0.71 0.31 0.65 0.022
N -2.6022 9.9348 0.5843 0.30 -0.25 0.93 0.149
N -1.5941 8.3174 1.8523 0.51 -0.61 -0.18 0.168
H -2.2540 10.5200 1.3253 -0.19 0.64 -0.44 0.075
H -2.9292 10.2811 -0.2969 0.06 0.12 0.00 0.103
H -0.9908 7.5134 1.8365 -0.13 -0.03 0.35 0.114
H -1.6919 8.8748 2.6782 0.19 0.05 0.04 0.072
C -5.3327 8.2619 2.7653 -1.32 -0.97 0.46 -0.587
O -4.4293 7.7759 3.4913 0.38 -0.57 0.07 -0.061
N -5.5337 9.5819 2.6642 1.44 -0.12 1.07 0.218
N -6.1907 7.4527 2.1102 0.07 0.57 0.19 0.206
H -4.8530 10.0632 3.2527 -0.28 0.51 -0.27 0.088
H -6.4006 10.0080 2.4016 -0.02 0.02 -0.28 0.121
H -6.1405 6.4604 2.2521 0.00 -0.02 -0.01 0.124
H -7.0613 7.8735 1.8362 -0.06 -0.36 -0.44 0.118
C -5.9974 9.3296 6.7603 -0.67 -0.67 1.03 -0.555
O -5.2394 8.4773 6.2332 0.08 0.18 -0.50 -0.046
N -5.9628 10.6764 6.6127 0.97 -1.65 -0.99 0.222
N -6.9663 8.8863 7.5984 0.72 0.93 -0.60 0.191
H -5.4951 11.0175 5.7871 0.18 0.46 0.36 0.084
H -6.5250 11.2771 7.1800 -0.17 0.29 -0.16 0.125
H -7.3462 9.6343 8.1458 -0.80 -0.62 0.55 0.114
H -7.0595 7.9067 7.7918 0.00 0.10 0.38 0.124
C -2.6820 11.7938 8.1955 -0.32 0.77 1.14 -0.072
C -2.1563 12.9577 7.4162 1.27 1.64 0.90 -0.308
O -0.8864 13.3335 8.0027 0.66 -1.22 -0.20 -0.084
H -2.1349 10.8656 8.0509 -0.27 -0.10 -0.33 0.075
H -3.7691 11.7617 8.1058 0.06 -0.60 -0.45 0.063
H -2.5464 12.0695 9.2459 0.15 -0.14 0.02 0.088
H -2.6647 13.8987 7.6406 -1.31 -0.57 -0.81 0.125
H -2.0749 12.7492 6.3450 -0.08 0.30 -0.02 0.067
H -0.5679 14.1715 7.6601 -0.18 0.04 -0.19 0.081
```
Positions in Å, forces in eV/Å.

The following is a DFT calculation (wB97M-V/def2-TZVPD) of a structure of composition C12H26Br2F4NNbO3PS.

**Frontier orbital gap**: 6.0 eV
**Net charge**: -1

The geometry in XYZ format:
```
51
Properties=species:S:1:pos:R:3:forces:R:3:lowdin_charge:R:1
C 0.7520 -5.3389 2.2916 0.16 -1.58 -0.09 -0.194
C 1.6748 -5.5800 1.0306 0.97 2.23 -1.16 -0.772
Br 2.0786 -7.4959 0.6193 -0.59 1.32 0.71 0.544
C 2.2349 -4.5516 0.2211 -1.32 -3.21 1.23 -0.819
Br 3.4101 -5.2093 -1.2647 -0.85 0.99 0.97 0.477
Nb 1.8337 -2.3489 0.6121 3.15 -2.49 2.28 1.299
C 3.4325 -2.3234 2.2160 0.65 -0.13 -0.56 -0.351
C 4.9277 -2.0409 1.6964 0.16 -0.05 1.19 -0.173
C 5.3662 -0.5196 1.7336 1.21 -0.17 -0.53 -0.457
F 5.3427 0.0732 0.4561 -0.29 -0.84 2.93 0.057
F 4.7268 0.2556 2.6952 1.10 -1.27 -2.11 0.073
F 6.7498 -0.5068 2.0972 -2.08 0.28 -0.50 0.014
P 1.2809 0.1727 0.9041 1.34 1.42 -0.41 0.461
O 2.5259 1.0817 0.7987 -1.59 -1.23 0.04 -0.609
S 0.2635 -2.4268 -1.4219 -3.32 -1.21 -0.34 0.494
O -0.9305 -1.5732 -1.1009 2.57 -0.77 -1.04 -0.478
O -0.1760 -3.8449 -1.6248 1.47 2.70 -0.38 -0.440
F 0.9934 -1.8351 -2.8244 -1.12 -0.65 1.03 -0.337
H -0.3523 -5.3740 1.9887 1.59 0.40 0.36 0.095
H 1.0199 -4.4196 2.8916 -0.40 -0.94 -1.05 0.031
H 0.8976 -6.2367 2.9848 -0.12 1.18 -0.91 0.061
H 3.1634 -1.9526 -0.6025 -0.54 0.76 -0.19 -0.062
H 0.4733 -2.6640 1.7763 -0.78 0.75 -0.04 -0.089
H 3.4578 -3.3832 2.6590 -0.27 1.34 -0.70 0.055
H 3.1453 -1.6313 3.0685 0.37 -0.59 -1.01 0.055
H 5.1526 -2.4638 0.6724 -0.47 0.70 1.14 0.099
H 5.6282 -2.5863 2.4230 -0.79 1.02 -0.99 0.119
H 0.7492 0.3073 2.2395 -0.37 -0.04 -0.64 -0.060
H 0.2344 0.4912 -0.0330 0.10 0.14 0.75 -0.073
C -2.6695 4.9929 0.4990 -0.05 0.05 -0.04 -0.097
C -2.4097 3.6809 -0.2301 -0.09 0.07 -0.03 -0.271
N -3.6194 3.0367 -0.7292 -0.24 -0.22 0.08 -0.196
C -3.3999 1.6602 -1.1702 0.11 -0.15 0.17 -0.245
C -2.4818 1.4368 -2.3700 0.00 -0.21 -0.23 -0.085
C -4.4645 3.8442 -1.5998 0.01 0.24 0.25 -0.256
C -3.8384 4.4085 -2.8750 -0.14 0.07 -0.33 -0.092
H -3.3869 4.8544 1.3120 -0.01 -0.01 -0.09 0.076
H -1.7383 5.3648 0.9330 -0.03 -0.04 -0.05 0.071
H -3.0484 5.7665 -0.1731 -0.01 -0.01 0.05 0.060
H -1.9259 3.0065 0.4844 -0.11 -0.15 -0.20 0.117
H -1.6820 3.8582 -1.0338 0.12 0.04 0.03 0.100
H -4.3681 1.1896 -1.3742 -0.03 0.20 0.01 0.111
H -2.9902 1.0981 -0.3237 0.03 0.15 0.02 0.110
H -2.9688 1.7087 -3.3080 0.07 0.09 0.02 0.053
H -2.2256 0.3762 -2.4421 0.03 0.08 0.08 0.059
H -1.5444 1.9911 -2.2873 -0.06 -0.02 0.01 0.070
H -4.8540 4.6843 -1.0139 0.12 -0.03 0.05 0.097
H -5.3582 3.2707 -1.8686 0.18 -0.18 0.08 0.112
H -2.8483 4.8346 -2.7056 -0.01 -0.05 0.04 0.067
H -4.4716 5.2091 -3.2704 0.02 -0.02 0.03 0.067
H -3.7627 3.6521 -3.6570 0.13 0.05 0.06 0.053
```
Positions in Å, forces in eV/Å.